Density functional theory data (ωB97M-V/def2-TZVPD) for a molecular structure, C5H4O4Sr in a non-equilibrium geometry.

Properties
**LUMO level (spin up / spin down)**: -12.89 / -12.90 eV
**⟨S²⟩**: 0.77
**Highest occupied orbital energy (spin up / spin down)**: -0.702 / -0.685 hartree
**Frontier orbital gap (spin up / spin down)**: 6.208 / 5.737 eV

Geometry as ORCA input:
```
! RIJCOSX wB97M-V def2-TZVPD def2/J DEFGRID3
* xyz 3 2
C -0.9644 -0.6152 -1.4112
C -0.4025 -1.6878 -1.3282
H 0.0728 -2.6399 -1.1451
H 1.4556 0.0440 -0.6596
O 3.2248 -0.3465 -2.0052
C 3.3094 0.4287 -0.9182
O 4.3547 0.9874 -0.6147
O 2.2060 0.5730 -0.2963
Sr 5.3364 2.4527 1.1234
C 4.4594 -1.5011 -3.0535
C 4.2255 -0.2191 -3.0890
O 5.1073 -2.5368 -2.9804
H 5.0217 0.5332 -3.0556
H 4.6821 -3.3404 -3.3603
*
```

---

Density functional theory data (ωB97M-V/def2-TZVPD) for a molecular structure, C5H4OS in a non-equilibrium geometry.

Properties
**LUMO level**: 0.46 eV
**Highest occupied orbital energy**: -0.344 hartree
**Frontier orbital gap**: 9.830 eV
**ΔE to the lowest compared entry with this formula, charge and spin**: 3.686 eV

Geometry as ORCA input:
```
! RIJCOSX wB97M-V def2-TZVPD def2/J DEFGRID3
* xyz 0 1
C -0.5421 0.8941 -0.2519
C -1.6796 0.2877 0.5782
C 0.1001 -0.4338 -0.8190
C 1.3982 -0.6044 -0.0465
C 2.6419 -0.4401 0.2296
H -2.6432 0.4913 0.2419
H -1.7394 0.5997 1.6554
H 0.3691 -0.7289 -1.9245
H 3.5790 -0.7194 0.9238
O -0.1933 2.0036 -0.3964
S -1.2908 -1.3498 -0.1906
*
```

---

Density functional theory data (ωB97M-V/def2-TZVPD) for C5H4OS in the gas phase in a non-equilibrium geometry.

Properties
**LUMO level**: -0.63 eV
**Highest occupied orbital energy**: -0.328 hartree
**Frontier orbital gap**: 8.305 eV
**SMILES**: C=C1C=CC(=O)S1
**ΔE to the lowest compared entry with this formula, charge and spin**: 2.177 eV

Geometry as ORCA input:
```
! RIJCOSX wB97M-V def2-TZVPD def2/J DEFGRID3
* xyz 0 1
C 1.2246 -1.6822 -1.5846
C 0.4121 -0.9355 -0.7756
C -0.5964 0.8403 0.8539
C -1.3462 0.8581 -0.3908
C -0.8869 -0.0434 -1.2119
H 0.8236 -1.8978 -2.6418
H 2.0099 -2.1396 -1.1379
H -2.3379 1.3556 -0.7072
H -1.5567 -0.5737 -2.0944
O -0.6924 1.4722 1.9377
S 0.8598 -0.1716 0.6084
*
```

---

Density functional theory data (ωB97M-V/def2-TZVPD) for 2 unconnected molecules or ions with the total composition C5H4OS2 in a non-equilibrium geometry.

Properties
**LUMO level**: 0.58 eV
**Highest occupied orbital energy**: -0.338 hartree
**Frontier orbital gap**: 9.777 eV
**SMILES**: C#C[C@@H]1CS1.O=C=S
**ΔE to the lowest compared entry with this formula, charge and spin**: 2.027 eV

Geometry as ORCA input:
```
! RIJCOSX wB97M-V def2-TZVPD def2/J DEFGRID3
* xyz 0 1
C 0.2030 -1.2040 1.9144
C 0.0143 -0.4115 1.0583
C 2.5490 -0.5490 -1.7863
C -1.8604 0.9509 0.3283
C -0.4992 0.4537 -0.0029
O 3.4129 -0.2512 -1.0550
S -1.8020 -0.2654 -1.0124
S 1.3720 -0.6854 -2.7787
H 0.4750 -1.9036 2.5322
H -2.2190 0.6475 1.2146
H -2.0333 2.0099 -0.0368
H 0.3877 1.2081 -0.3758
*
```

---

Density functional theory data (ωB97M-V/def2-TZVPD) for a molecular structure, C5H4OSr in a non-equilibrium geometry.

Properties
**LUMO level (spin up / spin down)**: -4.67 / -4.49 eV
**⟨S²⟩**: 0.76
**Highest occupied orbital energy (spin up / spin down)**: -0.282 / -0.424 hartree
**Frontier orbital gap (spin up / spin down)**: 3.016 / 7.046 eV

Geometry as ORCA input:
```
! RIJCOSX wB97M-V def2-TZVPD def2/J DEFGRID3
* xyz 1 2
C 2.6779 1.8047 2.4199
H 3.2963 2.5212 1.8728
H 3.0324 -0.1776 3.4728
H 2.4306 1.8339 3.5580
C 3.1286 0.3578 2.5248
C 1.9498 0.8370 1.6441
C 0.9258 0.5300 0.8742
C -0.0312 0.2490 0.1062
O -0.9244 0.0190 -0.6575
Sr -2.5643 -1.6262 -2.1813
H 3.9801 0.0145 1.9299
*
```

---

Density functional theory data (ωB97M-V/def2-TZVPD) for a molecular structure, C5H4OV in a non-equilibrium geometry.

Properties
**LUMO level (spin up / spin down)**: -5.03 / -5.05 eV
**⟨S²⟩**: 6.01
**Highest occupied orbital energy (spin up / spin down)**: -0.430 / -0.480 hartree
**Frontier orbital gap (spin up / spin down)**: 6.670 / 8.019 eV

Geometry as ORCA input:
```
! RIJCOSX wB97M-V def2-TZVPD def2/J DEFGRID3
* xyz 1 5
C -1.6652 -0.7160 -0.0851
H -1.9754 -1.1508 -1.0389
H -1.9907 1.2611 0.9856
H -2.2145 -0.8319 0.9348
C -1.6215 0.7947 0.0686
C -0.3656 -0.1017 -0.0327
C 0.9450 -0.2120 0.0430
C 2.1985 -0.3279 0.0515
O 3.3852 -0.4729 -0.0197
V 5.0579 0.3279 -0.0946
H -1.7537 1.4296 -0.8125
*
```